[1]
45
Properties=species:S:1:pos:R:3 method="wB97M-V/def2-TZVPD" homo_lumo_gap_ha=0.313 total_charge=0 lumo_ev=0.5984 smiles=CC[PH3]c1ccccn1.ClCCCl.ClCCCl.ClCCCl
C -2.283 -5.188 0.604
C -1.542 -4.388 -0.575
P -0.362 -3.017 0.075
C 0.763 -1.518 0.584
C 0.047 -0.355 1.220
C 0.834 0.897 1.615
C 2.316 0.745 1.266
C 2.810 -0.544 0.662
N 2.129 -1.724 0.285
H -3.372 -5.388 0.309
H -1.731 -6.169 0.768
H -2.285 -4.527 1.530
H -1.011 -5.049 -1.338
H -2.371 -3.825 -1.151
H 0.557 -3.291 -1.001
H -0.124 -3.692 1.317
H -1.471 -2.103 0.019
H -1.071 -0.402 1.405
H 0.328 1.804 2.082
H 3.039 1.599 1.465
H 3.942 -0.587 0.466
Cl 2.028 -4.021 -3.184
C 1.486 -5.118 -4.478
C 0.083 -5.638 -4.239
Cl 0.004 -6.754 -2.853
H 2.208 -5.933 -4.554
H 1.516 -4.548 -5.408
H -0.258 -6.196 -5.113
H -0.622 -4.825 -4.058
Cl -1.969 5.819 2.031
C -2.351 4.986 3.558
C -1.136 4.310 4.157
Cl -0.591 2.919 3.183
H -3.153 4.271 3.363
H -2.731 5.743 4.246
H -1.376 3.926 5.150
H -0.298 5.003 4.255
Cl 2.346 8.210 -1.150
C 1.168 6.957 -1.615
C 0.616 6.216 -0.415
Cl 1.846 5.192 0.367
H 1.656 6.278 -2.316
H 0.358 7.466 -2.141
H -0.193 5.554 -0.728
H 0.223 6.904 0.335

[2]
46
Properties=species:S:1:pos:R:3 method="wB97M-V/def2-TZVPD" homo_lumo_gap_ha="0.121 / 0.141" total_charge=+2 lumo_ev="-10.4055 / -10.2378"
I -2.215 -0.588 0.686
I 2.177 1.247 -0.255
In 0.336 -1.102 -0.590
P 1.370 -1.072 1.954
C 1.353 0.158 3.305
C 0.704 -2.592 2.731
H 1.381 -2.926 3.535
H 3.530 -1.954 2.680
H 0.624 -3.377 1.963
H 3.265 -2.142 0.906
H 0.325 0.314 3.657
H -0.294 -2.374 3.138
C 3.147 -1.470 1.768
H 1.965 -0.181 4.153
H 3.686 -0.534 1.570
H 1.743 1.110 2.930
P -1.113 0.404 -2.333
C -2.032 1.979 -2.225
C -0.052 0.588 -3.815
H -2.052 -1.747 -2.915
H -2.766 -0.425 -3.909
H -3.272 -0.656 -2.189
C -2.438 -0.720 -2.900
H 0.585 -0.307 -3.903
H -0.682 0.685 -4.715
H -2.533 2.218 -3.177
H -1.345 2.794 -1.961
H 0.587 1.475 -3.694
H -2.783 1.902 -1.428
Cl 1.125 -3.006 -1.663
N -0.005 3.760 -0.738
C -0.549 3.623 0.531
N -0.862 2.497 1.095
C -1.486 2.659 2.310
C -1.917 1.671 3.203
C -2.605 2.009 4.364
C -2.843 3.370 4.668
C -2.390 4.375 3.804
C -1.705 4.015 2.638
S -0.939 5.062 1.424
H 0.357 4.702 -0.862
H 0.761 3.085 -0.908
H -1.752 0.617 2.937
H -2.960 1.212 5.030
H -3.370 3.651 5.594
H -2.542 5.422 4.020

[3]
44
Properties=species:S:1:pos:R:3 method="wB97M-V/def2-TZVPD" homo_lumo_gap_ha=0.369 total_charge=0 lumo_ev=0.8160 smiles=CCCCCCNc1nc(Cl)nc(NC(C)(C)CO)n1
C -0.676 -0.042 -2.588
C 0.197 1.205 -2.507
C -0.649 2.460 -2.296
C 0.169 3.744 -2.135
C 1.131 3.784 -0.945
C 0.468 3.884 0.434
N -0.306 2.721 0.799
C 0.225 1.510 0.982
N 1.567 1.401 1.007
C 1.997 0.178 1.186
Cl 3.695 -0.029 1.220
N 1.284 -0.912 1.328
C -0.046 -0.707 1.302
N -0.875 -1.749 1.421
C -0.512 -3.149 1.615
C -1.813 -3.945 1.681
C 0.295 -3.313 2.903
C 0.324 -3.622 0.402
O -0.340 -3.415 -0.819
N -0.616 0.487 1.136
H -0.068 -0.926 -2.768
H -1.223 -0.174 -1.655
H -1.399 0.046 -3.396
H 0.899 1.086 -1.681
H 0.780 1.309 -3.424
H -1.292 2.309 -1.429
H -1.304 2.585 -3.164
H 0.758 3.886 -3.044
H -0.522 4.588 -2.058
H 1.769 4.664 -1.054
H 1.779 2.910 -0.950
H -0.197 4.748 0.474
H 1.259 4.006 1.179
H -1.311 2.750 0.740
H -1.855 -1.511 1.421
H -1.597 -4.987 1.900
H -2.327 -3.897 0.723
H -2.464 -3.556 2.461
H 1.193 -2.704 2.853
H 0.581 -4.352 3.035
H -0.298 -2.998 3.758
H 0.488 -4.699 0.475
H 1.292 -3.110 0.416
H -0.457 -2.465 -0.939